ORCA calculation (the ωB97M-V functional and the def2-TZVPD basis) on a gas-phase ion, C3H6NO2 (charge -1) at a distorted geometry.

Last columns: bonded neighbours and bond lengths (Å).
CARTESIAN COORDINATES (ANGSTROEM)
1 C 1.448 -1.112 0.524  C2 1.559, H7 1.091, H8 1.094, H9 1.094
2 C -0.062 -0.898 0.198  C1 1.559, O3 1.237, N4 1.348
3 O -0.754 -1.923 0.202  C2 1.237
4 N -0.499 0.369 0.334  C2 1.348, C5 1.774, H10 1.012
5 C -1.303 1.456 -0.815  N4 1.774, O6 1.255, H11 1.134, H12 1.109
6 O -0.798 2.605 -0.784  C5 1.255
7 H 1.938 -0.176 0.251  C1 1.091
8 H 1.764 -1.972 -0.075  C1 1.094
9 H 1.504 -1.274 1.604  C1 1.094
10 H 0.170 0.987 0.775  N4 1.012
11 H -1.079 0.780 -1.698  C5 1.134
12 H -2.329 1.159 -0.515  C5 1.109

Calculated values
Total charge: -1
SMILES: CC(=O)NC[O-]
Highest occupied orbital energy (eV): -3.574
E (hartree): -323.14265